The following is a quantum chemistry calculation of a cluster of 2 separate species, C7H14N3 in total, from the OMol25 dataset.

Each line ends with the Löwdin charge.
Positions of all 24 atoms, in Å:
C: 0.279 0.144 0.450  -0.06
C: -1.018 -0.409 0.548  -0.22
C: 0.100 1.347 -0.341  -0.31
C: -1.535 -1.547 1.391  0.01
C: 1.134 2.189 -0.825  -0.06
C: -3.228 0.211 -0.383  0.00
C: 2.272 -0.965 0.063  0.04
N: -1.172 1.336 -0.822  0.15
N: 3.217 -0.086 -0.244  0.11
N: -1.823 0.292 -0.265  -0.16
H: 0.827 0.096 1.394  0.13
H: -1.193 -1.423 2.395  0.09
H: -1.396 -2.595 1.067  0.11
H: -2.560 -1.369 1.446  0.03
H: 0.752 3.161 -1.230  0.12
H: 1.864 1.800 -1.610  0.10
H: 1.695 2.418 0.011  0.06
H: -3.448 -0.157 -1.361  0.09
H: -3.668 -0.481 0.492  0.14
H: -3.682 1.214 -0.224  0.11
H: 2.427 -1.345 0.982  0.07
H: 1.707 -1.529 -0.643  0.12
H: 3.167 0.457 -1.176  0.15
H: 3.908 0.313 0.478  0.18

Energy above the lowest of the compared OMol25 structures with the same formula, charge and spin ... 3.7784 eV
Kohn-Sham gap ... 8.5 eV
DFT total energy ... -439.04934 hartree
Net charge ... +1